1.
A molecular structure, C12H6BCl5F4N4NiS2. Source: OMol25; level of theory: ωB97M-V/def2-TZVPD.

```
35
Properties=species:S:1:pos:R:3:lowdin_spin:R:1
Ni 0.6441 -0.2963 -0.4295 0.9595
N 3.4767 -2.0748 0.4493 0.0002
C 3.6209 -0.7820 0.0881 0.0026
N 2.6439 -0.0611 -0.3955 0.0190
C 3.0605 1.2244 -0.6920 0.0004
C 4.3627 1.4774 -0.4607 -0.0008
S 5.1276 0.0640 0.1812 0.0029
C 1.9721 2.1165 -1.1038 0.0010
C 1.8088 3.4430 -0.8545 0.0125
S 0.1869 3.9030 -1.0790 0.0101
C -0.2384 2.2562 -1.4902 -0.0063
N 0.8350 1.4682 -1.5020 0.0313
N -1.3723 1.7639 -0.8754 0.0219
H 2.5323 -2.4102 0.5644 0.0001
H 4.1913 -2.5225 0.9936 0.0000
H 4.9156 2.3859 -0.6242 0.0000
H 2.5575 4.1733 -0.5946 0.0005
H -1.2011 0.9688 1.0354 0.0007
H -1.3219 -0.6340 0.6772 0.0737
Cl -1.8114 0.4753 -0.1699 0.0084
C -3.2996 0.5456 0.5792 0.3910
C -1.8722 -0.7198 -1.2326 0.2591
C -2.2463 -1.9469 -1.5704 0.0431
Cl -1.0164 -3.1764 -1.4553 0.0195
C -3.6270 -2.2651 -1.1889 0.0134
Cl -4.1230 -3.8244 -1.7803 0.0050
C -4.5043 -1.4912 -0.5092 0.0173
Cl -6.1445 -2.1136 -0.4508 0.0083
C -4.3760 -0.1842 0.2805 0.0559
Cl -5.8156 0.4248 0.9842 0.0273
F 1.0234 -0.9496 3.5529 0.0003
B 0.2057 -0.4115 2.6032 0.0006
F 0.2503 -1.3108 1.4052 0.0205
F -1.1273 -0.3322 2.9485 0.0029
F 0.6818 0.8164 2.1156 -0.0023
```

Orbital gap (alpha / beta) in Ha: 0.231 / 0.225
Energy relative to the best compared isomer or geometry (same formula, charge and spin) in kcal per mole: 501.7
DFT total energy in a.u.: -5709.38781
Molecular weight in g mol⁻¹: 593.10
Expectation value of S²: 2.030
2S+1: 3
Total charge: 0

***

2.
A molecular structure, C12H6Cl2N3O7Ru. Source: OMol25; level of theory: ωB97M-V/def2-TZVPD.

```
31
Properties=species:S:1:pos:R:3:lowdin_charge:R:1
Ru 0.8618 -0.4381 -0.1721 1.1340
O 0.8895 5.1649 3.0488 0.0899
C 0.7011 4.5581 2.0298 -0.3327
C 1.0989 4.8428 0.5296 -0.2207
O 1.4367 5.8043 -0.0852 0.1422
C 0.8044 3.3351 0.2310 -0.3452
C 0.2815 3.2510 1.5768 -0.2061
O 0.2995 0.8044 1.2930 -0.5791
C -1.8217 1.9087 2.4513 -0.3206
O -2.9972 1.8524 2.5374 0.1011
O 1.1142 2.5786 -0.6647 0.0290
N -0.9580 -0.8931 -0.8327 -0.0884
N -0.8646 -1.6864 -2.0043 0.0055
C 0.4068 -2.2430 -2.3210 -0.7313
O 0.4351 -3.1262 -3.1562 0.0260
O 1.3963 -1.7087 -1.6920 -0.1850
H -1.4239 -1.3979 -0.0772 0.1095
H -1.4878 -0.0515 -1.0490 0.1211
H -1.6687 -2.2445 -2.2413 0.1305
Cl -2.3400 -2.6675 3.1847 0.5583
C -1.0510 -1.4633 3.5256 -0.6456
C -1.1415 -0.8720 4.8165 -0.1838
C -0.4774 0.0860 5.5102 -0.1414
C 0.4067 1.1105 4.9777 -0.1394
C 0.2535 1.5589 3.7275 -0.2777
Cl -0.2231 1.7888 2.2958 0.9847
C -0.1151 -1.5282 2.5491 -0.3386
N 0.6134 -1.6962 1.6438 0.0513
H -1.9047 -1.3798 5.4008 0.0783
H -0.6663 0.0890 6.5786 0.0839
H 1.1561 1.5749 5.6088 0.0904
```

Orbital gap (alpha / beta) in Ha: 0.216 / 0.216
Energy relative to the best compared isomer or geometry (same formula, charge and spin) in kcal per mole: 425.7
DFT total energy in a.u.: -2166.51942
Molecular weight in g mol⁻¹: 476.17
Total charge: -1

***

3.
A molecular structure, C12H6F9N2O4PtS8. Source: OMol25; level of theory: ωB97M-V/def2-TZVPD.

```
42
Properties=species:S:1:pos:R:3:lowdin_charge:R:1
Pt -0.0285 -0.2697 -0.9235 0.6939
F 2.2316 -5.0398 -1.5001 0.1397
C 2.3700 -4.7101 -0.2062 -0.5981
F 3.5398 -4.0635 -0.0858 0.1385
F 2.4939 -5.8690 0.4777 0.1186
C 1.2163 -3.8967 0.2988 -0.1136
C 0.3971 -4.3693 1.3045 0.0015
C -0.6760 -3.6077 1.7591 -0.0474
C -0.8913 -2.3723 1.1831 -0.1550
N -0.0997 -1.9244 0.2183 -0.1940
C 0.9459 -2.6367 -0.2588 -0.6703
S 1.7212 -1.7335 -1.4982 0.6938
H 0.5978 -5.3400 1.7368 0.1206
H -1.3275 -3.9640 2.5429 0.1029
H -1.6925 -1.7045 1.4725 0.0711
F 2.9641 3.3846 -0.5077 0.1412
C 1.8647 2.6291 -0.5615 -0.6786
F 1.9993 1.6484 0.3272 0.1040
F 0.8197 3.3809 -0.2357 0.1241
S 1.7365 2.0501 -2.3167 0.5986
O 2.8205 1.1346 -2.4842 -0.2951
O 1.6971 3.2746 -3.0465 -0.2590
N 0.2882 1.2763 -2.3128 -0.4807
S -0.4713 1.0802 -3.7477 0.5798
O 0.1833 1.7839 -4.8012 -0.2610
O -0.8686 -0.2789 -3.9223 -0.2880
C -2.0650 1.9940 -3.5000 -0.6855
F -1.8773 3.1218 -2.8214 0.1323
F -2.5357 2.3022 -4.7161 0.1266
F -2.9780 1.2523 -2.8893 0.1082
C -1.1317 -0.1058 3.8679 -0.3841
S 0.2005 0.4074 2.7507 0.8119
C -0.5460 1.8897 2.1817 -1.0248
C -1.3788 1.9748 1.1231 -1.1004
S -1.9380 0.7210 0.0396 0.5240
S -2.0918 3.5508 0.8764 0.9147
C -1.3714 4.3731 2.2160 -1.5103
S -1.6592 5.9496 2.5878 0.4960
S -0.2869 3.3581 3.0911 0.9059
H -0.8561 -1.0716 4.2911 0.0310
H -2.0673 -0.1974 3.3162 0.0347
H -1.2488 0.6178 4.6728 0.0324
```

Orbital gap in Ha: 0.277
Energy relative to the best compared isomer or geometry (same formula, charge and spin) in kcal per mole: 0.7
DFT total energy in a.u.: -5075.14406
Molecular weight in g mol⁻¹: 864.79
Total charge: -1

***

4.
A molecular structure, C12H6HoNO5. Source: OMol25; level of theory: ωB97M-V/def2-TZVPD.

```
25
Properties=species:S:1:pos:R:3:lowdin_spin:R:1
O 0.0299 1.5053 -2.2464 -0.0017
C 0.0115 0.3945 -1.7410 -0.0089
Ho -0.0578 -1.1217 0.0120 4.0257
O 0.0444 2.1492 1.3378 0.0002
C 0.0042 1.1684 0.7098 -0.0036
C 0.0435 -1.1190 -2.5799 -0.0003
O 0.0471 -2.1743 -1.8782 -0.0032
C 2.1325 0.0025 -0.3290 -0.0034
O 3.1969 0.3966 -0.4874 0.0010
C -2.2475 0.0126 -0.3906 -0.0036
O -3.3080 0.3989 -0.5181 0.0010
H 0.0428 -1.2519 -3.6862 0.0004
N -0.0035 -1.2743 2.2712 -0.0069
C 0.0158 -1.4271 3.4360 0.0029
C 0.0402 -1.4808 4.8839 0.0002
C -0.1513 -2.6887 5.6036 0.0001
C -0.1463 -2.6633 6.9960 0.0000
C 0.0461 -1.4580 7.7057 -0.0001
C 0.2350 -0.2723 6.9827 0.0000
C 0.2332 -0.2615 5.5900 0.0002
H -0.2919 -3.6542 5.0974 0.0000
H -0.2830 -3.5630 7.5674 0.0000
H 0.0523 -1.4186 8.8042 0.0000
H 0.3980 0.6782 7.5026 0.0000
H 0.3910 0.6777 5.0216 0.0000
```

Orbital gap (alpha / beta) in Ha: 0.241 / 0.244
DFT total energy in a.u.: -1839.20182
Molecular weight in g mol⁻¹: 409.11
Expectation value of S²: 6.005
2S+1: 5
Total charge: +2

***

5.
A molecular structure, C12H8Br2. Source: OMol25; level of theory: ωB97M-V/def2-TZVPD.

```
22
Properties=species:S:1:pos:R:3:lowdin_charge:R:1
C -3.2838 1.1352 0.9759 -0.0935
C -2.5875 2.2851 1.2297 -0.0956
C -2.6585 -0.0342 0.4652 -0.0246
C -1.1912 2.3939 0.9872 -0.0248
C 0.3653 -1.9295 -0.5614 -0.0650
C 1.5882 -2.2171 -1.0338 -0.1232
C -1.3291 0.0670 0.2452 -0.1355
C -0.6161 1.2802 0.4877 -0.1601
C -0.0514 -0.6208 -0.2031 -0.1725
C 0.5814 0.5538 -0.0070 0.1653
C 2.6433 -1.2133 -1.4120 -0.3473
C 3.0253 -0.2418 -0.3305 -1.1626
Br 3.4420 -0.9521 1.3700 0.7054
Br 4.0943 1.2219 -0.8600 0.6823
H -4.3443 1.0985 1.1765 0.0969
H -3.1050 3.1461 1.6271 0.0967
H -3.2208 -0.9387 0.2873 0.1053
H -0.6629 3.3097 1.1989 0.1070
H -0.3492 -2.7264 -0.4005 0.1131
H 1.8401 -3.2482 -1.2288 0.0998
H 3.5384 -1.7518 -1.7535 0.1152
H 2.2814 -0.6176 -2.2603 0.1176
```

Orbital gap in Ha: 0.230
Energy relative to the best compared isomer or geometry (same formula, charge and spin) in kcal per mole: 94.7
DFT total energy in a.u.: -5609.85744
Molecular weight in g mol⁻¹: 312.00
Total charge: 0

***

6.
A molecular structure, C12H8F6MoN3O10SSbSe2. Source: OMol25; level of theory: ωB97M-V/def2-TZVPD.

```
44
Properties=species:S:1:pos:R:3:lowdin_spin:R:1
Mo 0.2077 -0.8718 0.3377 0.0009
F 0.5631 0.9240 0.5203 0.0134
Sb 3.1028 0.7644 -1.0917 0.0000
F 3.2563 0.8289 -2.9475 0.0000
F 4.8909 0.2565 -1.0562 0.0000
F 1.8796 2.1692 -1.3284 -0.0004
F 3.5962 1.8422 0.3887 0.0000
F 2.5402 -0.4899 0.2858 0.0001
O -1.9970 0.3971 -2.5838 0.0000
C -2.2158 -0.5539 -1.9170 0.0000
N -1.4224 -0.9767 -0.7679 0.0000
C -1.9354 -2.1213 -0.2386 0.0000
O -1.2293 -2.5758 0.6823 0.0005
C -3.1384 -2.5231 -0.9487 0.0000
C -4.0000 -3.5922 -0.7956 0.0000
C -5.0477 -3.6879 -1.7053 0.0000
C -5.2075 -2.7544 -2.7263 0.0000
C -4.3306 -1.6816 -2.8801 0.0000
C -3.2987 -1.5846 -1.9748 0.0000
H -3.8692 -4.3172 -0.0045 0.0000
H -5.7511 -4.5049 -1.6231 0.0000
H -6.0311 -2.8685 -3.4181 0.0000
H -4.4466 -0.9580 -3.6750 0.0000
O 0.3748 0.7071 3.6667 0.0016
Se -0.3713 -0.5925 3.1212 0.0010
O -1.0703 -1.6135 4.0852 0.0000
O -1.2219 -0.2436 1.6925 0.0022
O 0.8133 -1.4039 2.0422 0.0000
S -0.2822 3.8785 0.9083 0.8274
C 1.3204 3.8393 1.5521 0.0904
N 1.6754 2.9376 2.4872 0.0134
C 2.9217 2.9320 3.0009 0.0017
C 3.8159 3.8796 2.5964 0.0015
C 3.3718 4.7943 1.6406 0.0031
N 2.1502 4.7710 1.1259 0.0374
H 1.0198 2.2178 2.8107 0.0058
H 3.1316 2.1560 3.7229 0.0001
H 4.8209 3.9033 2.9862 0.0001
H 4.0294 5.5708 1.2685 -0.0002
O 0.7242 -2.5869 -3.1618 0.0000
Se 1.5471 -1.8720 -2.0315 0.0000
O 3.1277 -1.6573 -2.0251 0.0000
O 1.0007 -0.2906 -1.5486 0.0000
O 0.9848 -2.4473 -0.4726 0.0000
```

Orbital gap (alpha / beta) in Ha: 0.242 / 0.230
Energy relative to the best compared isomer or geometry (same formula, charge and spin) in kcal per mole: 40.7
DFT total energy in a.u.: -7487.08971
Molecular weight in g mol⁻¹: 875.88
Expectation value of S²: 0.753
2S+1: 2
Total charge: +1

***

7.
A single C12H8N2 molecule. Source: OMol25; level of theory: ωB97M-V/def2-TZVPD.

```
22
Properties=species:S:1:pos:R:3:lowdin_charge:R:1
C -2.6498 -1.7130 0.0961 -0.0487
C -3.3359 -0.4481 0.0782 -0.1776
N -2.8305 0.8165 0.0516 0.0691
C -1.4649 0.9677 -0.0649 -0.1402
C -0.8260 2.2520 0.0100 -0.0577
C 0.4691 2.1840 -0.0573 0.0035
C 1.3258 0.8756 -0.2827 -0.0880
N 2.6413 0.9065 0.0851 0.0582
C 3.4393 -0.1210 0.2259 -0.1461
C 2.8801 -1.4001 0.0796 -0.0931
C 1.5526 -1.5842 -0.1327 -0.0466
C 0.6852 -0.4587 -0.2661 -0.1104
C -0.6882 -0.3770 0.0390 -0.1488
C -1.2351 -1.5569 -0.0081 -0.0774
H -3.5070 -2.4776 0.0593 0.1169
H -4.5943 -0.4500 -0.0932 0.1538
H -1.2349 3.2042 0.4966 0.1547
H 0.7755 3.1166 -0.0581 0.0505
H 4.5211 0.2424 0.4664 0.1397
H 3.5356 -2.1822 -0.2034 0.0916
H 1.3471 -2.7247 -0.0540 0.1359
H -0.4318 -2.5123 0.1268 0.1606
```

Orbital gap in Ha: 0.315
Energy relative to the best compared isomer or geometry (same formula, charge and spin) in kcal per mole: 130.5
DFT total energy in a.u.: -571.41283
Molecular weight in g mol⁻¹: 180.21
Total charge: 0

***

8.
A molecular structure, C12H8N2O5RuS. Source: OMol25; level of theory: ωB97M-V/def2-TZVPD.

```
29
Properties=species:S:1:pos:R:3:lowdin_spin:R:1
Ru 0.1958 -1.3335 0.5438 0.9679
O -1.0578 -2.4186 -0.6078 0.0042
N -2.2887 -2.7092 -0.1491 0.0044
C -3.1741 -3.2298 -1.0267 0.0027
C -4.4459 -3.5244 -0.6284 -0.0004
C -4.8156 -3.2985 0.7015 0.0017
C -3.8847 -2.7922 1.5777 -0.0010
C -2.6018 -2.4841 1.1273 0.0006
S -1.4186 -1.7626 2.1615 -0.0392
H -2.8020 -3.3677 -2.0307 0.0000
H -5.1427 -3.9201 -1.3517 -0.0001
H -5.8221 -3.5087 1.0349 0.0001
H -4.1216 -2.6094 2.6164 -0.0003
O 2.2152 -1.1026 0.8588 0.0157
C 2.9451 -0.1476 0.5071 0.0039
C 2.5229 1.1285 0.0974 0.0048
C 3.5057 2.1091 -0.1498 -0.0012
C 3.1334 3.3524 -0.5436 0.0052
C 1.7837 3.6737 -0.7571 -0.0011
C 0.8181 2.7307 -0.5375 0.0039
C 1.1453 1.4455 -0.0563 -0.0010
O 0.1611 0.6459 0.2572 0.0274
N 4.1634 4.3840 -0.7423 0.0004
O 5.3129 4.0667 -0.5319 0.0012
O 3.7838 5.4761 -1.0994 0.0005
H 4.0251 -0.3184 0.5171 -0.0004
H 4.5577 1.8954 -0.0081 -0.0002
H 1.5360 4.6730 -1.0871 -0.0002
H -0.2299 2.9465 -0.6932 0.0003
```

Orbital gap (alpha / beta) in Ha: 0.271 / 0.266
DFT total energy in a.u.: -1440.46932
Molecular weight in g mol⁻¹: 393.34
Expectation value of S²: 0.760
2S+1: 2
Total charge: +1